[1]
A molecular structure, C23H24BrClINO2Yb, computed with the ωB97M-V functional and the def2-TZVPD basis.

Summary:
Expectation value of S²: 0.75
Charge: +1
LUMO (spin up / spin down) (eV): -3.9 / -4.2
HOMO-LUMO gap (spin up / spin down) (eV): 7.304 / 7.025
Spin multiplicity: 2

Each line ends with the natural charge from an NBO analysis.
CARTESIAN COORDINATES (ANGSTROEM)
Yb1 0.30538 -0.22755 -0.00004  2.2589
Cl1 3.84810 5.92707 0.00329  0.0437
C1 3.37319 4.26100 0.00080  -0.0161
C2 4.31904 3.29025 -0.00359  -0.2155
C3 3.96014 1.91570 -0.00511  -0.2221
I1 5.44790 0.48860 -0.00862  0.2402
C4 2.65399 1.53462 -0.00410  0.3146
O1 2.25426 0.24183 -0.00795  -0.9301
C5 1.65512 2.54856 -0.00299  0.1167
N1 0.32952 2.14698 -0.01066  -0.6346
C6 -0.61340 3.07016 -0.01084  0.1038
C7 -0.34948 4.44171 -0.00268  -0.2707
C8 0.95226 4.85935 0.00292  -0.0603
C9 2.00023 3.91700 0.00226  -0.1165
H1 5.36239 3.57359 -0.00488  0.2543
H2 -1.63757 2.71415 -0.01708  0.2035
H3 -1.16707 5.14700 -0.00197  0.2476
H4 1.18993 5.91447 0.00738  0.2504
C10 -6.07074 -4.29617 1.25236  -0.5954
C11 -5.30298 -4.73188 -0.00244  -0.0830
C12 -5.20915 -6.25685 -0.01236  -0.6083
C13 -6.07352 -4.28094 -1.24986  -0.5956
C14 -3.92482 -4.07260 0.00331  -0.0206
C15 -3.82973 -2.67640 0.00123  -0.1816
C16 -2.57277 -2.13804 0.00222  -0.1252
Br1 -2.42156 -0.20638 -0.00648  0.0439
C17 -1.36592 -2.84565 0.00906  0.3172
O2 -0.22242 -2.11928 0.01252  -0.9543
C18 -1.44875 -4.23252 0.01228  -0.0596
C19 -2.73911 -4.78830 0.00958  -0.1253
C20 -0.25998 -5.20410 0.00781  -0.0734
C21 -0.34502 -6.07354 -1.25680  -0.5965
C22 -0.34258 -6.09418 1.25716  -0.5967
C23 1.11521 -4.53126 0.01097  -0.5940
H5 -7.05699 -4.76258 1.26736  0.2196
H6 -6.21966 -3.21503 1.28123  0.2019
H7 -5.54248 -4.58933 2.16124  0.2155
H8 -6.21441 -6.67906 -0.01612  0.2249
H9 -4.69661 -6.64226 0.87126  0.2123
H10 -4.69465 -6.63023 -0.90013  0.2124
H11 -7.05909 -4.74847 -1.26859  0.2198
H12 -5.54696 -4.56142 -2.16370  0.2155
H13 -6.22509 -3.19996 -1.26448  0.2017
H14 -4.70762 -2.04554 -0.00492  0.2285
H15 -2.80145 -5.86548 0.00805  0.2175
H16 -1.26629 -6.65366 -1.30495  0.2093
H17 0.48910 -6.77681 -1.27622  0.2187
H18 -0.28794 -5.45779 -2.15654  0.2118
H19 -1.26364 -6.67539 1.29704  0.2092
H20 -0.28319 -5.49414 2.16726  0.2121
H21 0.49138 -6.79780 1.26218  0.2187
H22 1.27345 -3.90810 -0.86878  0.2076
H23 1.87126 -5.31757 0.00324  0.2157
H24 1.27688 -3.92118 0.89895  0.2079

=====

[2]
2 unconnected molecules or ions with the total composition C29H48Br2ClF8IN3O5P, computed with the ωB97M-V functional and the def2-TZVPD basis.

Summary:
Expectation value of S²: 0.75
Charge: +1
LUMO (spin up / spin down) (eV): -3.3 / -3.3
HOMO-LUMO gap (spin up / spin down) (eV): 7.512 / 7.967
Spin multiplicity: 2

Each line ends with the Löwdin charge.
CARTESIAN COORDINATES (ANGSTROEM)
C1 -3.55721 6.01403 0.08404  -0.1762
C2 -3.67388 4.39478 0.31362  -0.2790
C3 -2.95703 3.47305 -0.83663  -0.6073
I1 -2.92389 4.44282 -2.80391  0.9483
C4 -1.47297 2.86241 -0.36803  -0.3710
C5 -0.36504 4.07775 -0.11096  -0.1194
O1 0.26273 4.54702 -1.36395  -0.1156
C6 0.39097 6.01168 -1.40581  -0.2888
C7 0.31397 6.70335 -2.92636  -0.0314
O2 0.60552 6.82655 -0.36949  -0.0100
O3 -0.96126 2.08388 -1.50781  -0.1996
C8 0.25771 1.33112 -1.17277  -0.3533
P1 0.50989 0.07739 -2.64185  0.7658
N1 1.54273 0.72942 -3.73957  -0.3204
C9 0.16171 0.41490 0.18362  -0.2780
C10 1.42509 0.81628 1.14604  -0.5931
Br1 3.09594 0.24327 0.12339  0.7672
C11 1.49618 0.01978 2.57635  -0.7102
C12 2.08048 -1.50971 2.49478  -0.2032
Br2 2.82677 1.05212 3.72832  0.6489
N2 -1.19992 0.50300 0.83482  -0.0860
C13 -2.24968 -0.37553 0.12090  -0.0592
C14 -3.40372 -0.95352 1.13929  -0.1272
O4 -4.67010 -1.20152 0.40249  -0.1570
C15 -5.40639 0.05589 0.17279  -0.0734
C16 -7.03435 -0.17041 -0.09473  -0.1321
F1 -7.33717 0.01837 -1.54369  0.0142
F2 -7.38706 -1.59152 0.24580  0.0243
C17 -7.94961 0.92825 0.73453  -0.1058
F3 -8.01096 0.51040 2.16176  0.0402
F4 -7.37345 2.31583 0.67260  0.0116
C18 -9.49966 1.06080 0.15247  -0.1202
F5 -9.52129 1.95257 -1.06554  0.0100
F6 -10.07776 -0.26716 -0.18341  0.0384
C19 -10.53950 1.75420 1.24607  -0.0548
F7 -10.94230 0.72438 2.26010  -0.0283
F8 -9.95989 2.95507 1.91854  -0.0210
C20 -1.74742 1.92796 0.95021  -0.4569
Cl1 -1.21334 2.68614 2.56618  0.6948
H1 -4.05060 6.52078 1.04507  0.1003
H2 -4.21538 6.40633 -0.82869  0.0716
H3 -2.45224 6.40818 0.05066  0.0731
H4 -4.83846 4.13579 0.27143  0.1268
H5 -3.33863 4.17450 1.41280  0.0939
H6 -3.64463 2.50507 -0.96018  0.0766
H7 0.53382 3.72903 0.58650  0.1312
H8 -0.93684 4.90476 0.49045  0.1283
H9 1.35158 7.23150 -3.18983  0.1116
H10 0.21365 5.82171 -3.72173  0.0845
H11 -0.58981 7.43688 -3.04631  0.0975
H12 1.20050 2.05007 -1.21076  0.1348
H13 -0.77637 -0.11245 -3.25023  0.0157
H14 0.95332 -1.20714 -2.14053  0.0047
H15 1.81368 1.65686 -3.30040  -0.0283
H16 0.31922 -0.73051 -0.11299  0.1263
H17 1.55008 1.95982 1.35856  0.0797
H18 0.50429 0.01372 3.19709  0.0843
H19 1.68078 -2.14415 3.42352  0.1085
H20 3.25838 -1.42656 2.65165  0.0559
H21 1.79208 -2.09383 1.50886  0.0792
H22 -1.19059 0.13247 1.83304  0.1642
H23 -1.76708 -1.25297 -0.49172  0.1641
H24 -2.76030 0.34831 -0.67866  0.1461
H25 -3.01368 -2.00935 1.53045  0.1672
H26 -3.63768 -0.21871 2.02824  0.1464
H27 -4.99267 0.51762 -0.84289  0.1476
H28 -5.25259 0.86307 1.01004  0.1418
H29 -11.52725 2.07921 0.67766  0.1974
H30 -2.93101 1.79530 1.03482  0.1275
C21 7.28130 -5.93793 -0.83996  -0.0416
C22 6.15004 -5.64304 0.18348  -0.4753
C23 4.77853 -5.68355 -0.53943  -0.1377
C24 4.54746 -4.48044 -1.44632  -0.1861
C25 4.73776 -3.17551 -0.68273  -0.1523
C26 6.08151 -3.08605 0.09132  -0.4663
N3 6.40054 -4.32970 0.87004  -0.0204
O5 5.61826 -4.30891 2.03967  -0.0326
C27 7.24349 -2.78180 -0.89055  -0.0367
C28 6.02525 -1.80188 0.98795  -0.0576
C29 6.23014 -6.85797 1.16616  -0.0444
H31 7.30014 -7.00103 -1.11336  0.0882
H32 7.16721 -5.40814 -1.78449  0.0569
H33 8.26658 -5.70041 -0.42095  0.0958
H34 3.96671 -5.72613 0.19889  0.1217
H35 4.69271 -6.60099 -1.13619  0.1268
H36 5.21500 -4.51374 -2.31269  0.1064
H37 3.52769 -4.51875 -1.84692  0.1116
H38 4.65373 -2.33654 -1.38594  0.1136
H39 3.89999 -3.06643 0.01913  0.0993
H40 8.21476 -2.84971 -0.38664  0.0967
H41 7.16325 -1.76508 -1.29560  0.0869
H42 7.26235 -3.43302 -1.76239  0.0602
H43 5.16143 -1.79734 1.66321  0.0398
H44 5.93523 -0.89691 0.37457  0.0573
H45 6.93543 -1.69892 1.59130  0.0954
H46 7.19463 -6.88107 1.68709  0.0907
H47 6.12427 -7.80744 0.62430  0.0858
H48 5.43424 -6.85192 1.91687  0.0738

=====

[3]
A single C26H32N4O8 molecule, computed with the ωB97M-V functional and the def2-TZVPD basis.

Summary:
Charge: 0
LUMO (eV): 0.5
HOMO-LUMO gap (eV): 8.391
SMILES: COCCNC(=O)CCCn1c(=O)c2cc(OC)c(OC)cc2n(CC(=O)Nc2ccccc2OC)c1=O

Each line ends with the natural charge from an NBO analysis.
CARTESIAN COORDINATES (ANGSTROEM)
C1 2.40786 1.37636 -3.47506  -0.2485
H1 3.36962 1.53973 -2.97362  0.1668
O1 1.34552 1.41928 -2.55323  -0.5392
C2 1.49371 0.56618 -1.44663  -0.0651
C3 1.31992 -0.92185 -1.78317  -0.2647
N1 1.08560 -1.72333 -0.60465  -0.6309
C4 -0.00399 -2.52028 -0.48599  0.6870
O2 -0.89619 -2.52903 -1.30742  -0.6402
C5 0.03223 -3.43894 0.72855  -0.5141
C6 -1.36520 -3.93808 1.09687  -0.4150
H2 -1.30768 -4.89982 1.60738  0.2115
H3 -1.94145 -4.06177 0.17787  0.2471
C7 -2.09068 -2.95049 2.01017  -0.2213
N2 -2.10454 -1.61736 1.42442  -0.4747
C8 -1.21935 -0.69776 1.90924  0.8179
O3 -0.43968 -0.94774 2.82193  -0.6878
N3 -1.24987 0.55525 1.35288  -0.4358
C9 -1.88624 0.79615 0.14171  0.2718
C10 -2.78528 -0.15181 -0.34063  -0.2268
C11 -3.44306 0.06453 -1.55700  -0.2192
C12 -3.18841 1.18934 -2.30626  0.2308
C13 -2.23909 2.13707 -1.83193  0.4011
C14 -1.62130 1.94209 -0.60880  -0.4078
H4 -0.90176 2.66133 -0.25722  0.2494
O4 -2.00416 3.18374 -2.64502  -0.4834
C15 -0.91933 4.03704 -2.34625  -0.2652
H5 0.01149 3.46911 -2.26182  0.2071
H6 -1.09265 4.60363 -1.42623  0.1753
H7 -0.85508 4.72793 -3.18502  0.1989
O5 -3.75903 1.48388 -3.50199  -0.4810
C16 -4.66331 0.55182 -4.04557  -0.2520
H8 -4.97526 0.96975 -5.00128  0.2000
H9 -5.53939 0.42070 -3.40248  0.1768
H10 -4.18669 -0.41945 -4.20954  0.1805
H11 -4.12463 -0.70438 -1.88019  0.2478
C17 -3.01396 -1.39191 0.38382  0.7055
O6 -3.88553 -2.19681 0.14570  -0.5879
C18 -0.59596 1.62108 2.08905  -0.3122
H12 -1.16715 2.54249 1.95991  0.2343
H13 -0.59871 1.33553 3.14569  0.2514
C19 0.85710 1.87799 1.66300  0.6778
O7 1.19468 2.93122 1.16495  -0.6135
N4 1.65719 0.81852 1.91460  -0.6345
C20 3.02904 0.70806 1.66919  0.0863
C21 3.83110 1.78922 1.32995  -0.2221
C22 5.18915 1.61650 1.12078  -0.2231
C23 5.75911 0.36576 1.25388  -0.1985
C24 4.97242 -0.72614 1.58878  -0.3109
C25 3.61184 -0.56817 1.79122  0.3263
O8 2.74877 -1.59806 2.08593  -0.5389
C26 3.29680 -2.80852 2.55673  -0.2528
H14 3.78446 -3.36906 1.75235  0.1773
H15 4.01169 -2.63266 3.36455  0.1880
H16 2.45661 -3.38566 2.93949  0.2059
H17 5.42934 -1.69867 1.68161  0.2217
H18 6.81765 0.22641 1.09695  0.2144
H19 5.79899 2.46695 0.85881  0.2173
H20 3.38152 2.76263 1.23151  0.2573
H21 1.21976 -0.00399 2.33368  0.4554
H22 -3.12836 -3.26253 2.14578  0.2331
H23 -1.59116 -2.87534 2.97773  0.2290
H24 0.66712 -4.28568 0.45432  0.2332
H25 0.49184 -2.92309 1.57152  0.2294
H26 1.77727 -1.71371 0.12981  0.4083
H27 0.44058 -1.04223 -2.42223  0.2443
H28 2.20386 -1.29952 -2.31114  0.1850
H29 0.70072 0.86147 -0.75857  0.1905
H30 2.47010 0.73443 -0.96622  0.1657
H31 2.44256 0.42496 -4.01549  0.1664
H32 2.22763 2.18182 -4.18452  0.1938